Computed, not measured: C36H47N5P2Tc as an isolated structure, with ωB97M-V with the def2-TZVPD basis set.

Geometry as XYZ:
```
91
Properties=species:S:1:pos:R:3
Tc -2.18401 -1.64234 0.74393
C -1.90908 -3.37437 -0.14471
C -1.78321 -2.26350 -1.12652
C -2.93585 -2.13661 -2.08318
C -4.23045 -1.67880 -1.34955
C -4.06472 -1.35119 0.13452
C -3.98776 -2.24607 1.28189
C -4.05116 -3.74896 1.19902
C -3.12277 -4.26418 0.07751
C -1.84786 0.08077 1.93003
H -0.96323 -3.90288 -0.04231
H -0.80388 -2.24033 -1.60436
H -3.17986 -3.12283 -2.53580
H -2.71784 -1.45893 -2.92066
H -4.64256 -0.75244 -1.77843
H -4.97988 -2.44483 -1.55630
H -4.53643 -0.38175 0.34813
H -4.36064 -1.80081 2.18844
H -5.07625 -4.13613 1.10273
H -3.68495 -4.18241 2.14207
H -2.68074 -5.21998 0.38928
H -3.63665 -4.50943 -0.85165
H -1.38231 -0.37181 2.84149
H -2.80355 0.55995 2.25591
H -1.16732 0.86105 1.51161
P -0.97898 1.24841 -1.36257
P 1.47144 -0.75880 -0.87481
N -2.61289 1.66162 -1.89998
N -0.45076 2.94997 -1.37669
N 1.71361 -2.93675 -0.44337
N 3.14668 -0.62931 -1.00527
C -0.26996 0.55668 -2.92251
C 1.07673 -0.20596 -2.66420
C -3.40788 2.44018 -1.03030
C -4.33639 3.13426 -1.76900
C -4.18753 2.71803 -3.13002
C -3.14453 1.79944 -3.18931
C -0.79659 3.83258 -0.34247
C -0.30811 5.10079 -0.62755
C 0.37672 5.00302 -1.88389
C 0.28883 3.67883 -2.30169
C 1.13537 -3.28803 0.75941
C 1.50813 -4.59616 1.14680
C 2.27636 -5.12167 0.07995
C 2.40169 -4.08001 -0.86286
C 4.15172 -1.35687 -0.33366
C 5.30400 -0.60112 -0.34703
C 5.00583 0.64400 -0.97677
C 3.68126 0.63377 -1.33049
H -0.17300 1.32268 -3.72357
H -1.04056 -0.15522 -3.28430
H 1.07006 -1.12730 -3.25198
H 1.89161 0.41421 -3.03243
H -3.23039 2.40723 0.03484
H -5.03179 3.88423 -1.39900
H -4.76003 3.05881 -3.97803
H -2.79093 1.21084 -4.01726
H -1.37562 3.48741 0.48510
H -0.42740 5.96820 0.00396
H 0.87135 5.81913 -2.39501
H 0.71029 3.19180 -3.15870
H 0.48001 -2.61232 1.30889
H 1.26496 -5.05888 2.09874
H 2.68576 -6.12546 0.00825
H 2.95580 -4.11259 -1.79339
H 3.95695 -2.33098 0.09693
H 6.24086 -0.90078 0.08276
H 5.68220 1.46257 -1.11899
H 3.05293 1.38561 -1.77706
C 0.81134 3.05857 2.96521
N 1.67554 3.10392 1.82271
C 2.74488 4.05693 1.89221
C 1.92414 1.87715 1.12432
C 2.35118 0.71431 1.97178
C 3.60776 0.72275 2.63772
C 3.94294 -0.31453 3.50483
C 3.06339 -1.38465 3.68597
C 1.79711 -1.36276 3.05343
C 1.54334 -0.38677 2.13162
H 0.74094 4.06657 3.39211
H 1.18643 2.37482 3.74618
H -0.18775 2.71531 2.67780
H 3.58172 3.70160 2.52757
H 3.15208 4.25124 0.88956
H 2.36844 4.99642 2.32041
H 0.98773 1.59760 0.61214
H 2.66950 2.08522 0.34195
H 4.33068 1.51617 2.43630
H 4.90878 -0.29293 4.01944
H 3.37446 -2.23804 4.29639
H 1.08055 -2.14614 3.29584
```

E_LUMO (spin up / spin down) (eV): -7.845 / -8.687
Multiplicity: 4
Energy above the lowest of the compared OMol25 structures with the same formula, charge and spin (eV): 0.000
Strongest force on any atom (eV/A): 5.70
Total charge: +2
Highest occupied orbital energy (spin up / spin down) (eV): -12.15 / -12.16